1.
Entry from the OMol25 dataset: a molecular structure, C14H12B2BaBr6O16 (the ωB97M-V functional and the def2-TZVPD basis).

The geometry in ORCA input format:
```
! RIJCOSX wB97M-V def2-TZVPD def2/J DEFGRID3
* xyz 0 1
H 21.782 1.772 2.174
C 31.045 -3.525 2.145
O 26.210 -0.484 4.069
O 26.394 -2.188 0.026
Br 26.195 2.405 0.927
C 23.497 0.619 2.796
C 22.835 1.647 1.945
C 27.126 1.281 -1.498
Br 27.790 -0.278 -2.505
H 27.736 0.462 0.515
Ba 28.931 -5.347 4.470
H 23.605 1.061 3.789
H 23.484 -0.721 7.302
C 32.115 -5.630 -1.500
H 27.815 2.120 -1.487
C 28.339 -1.419 -1.014
H 26.127 0.070 0.046
O 31.631 -3.402 -1.151
O 26.577 -2.606 -2.193
O 30.723 -4.009 0.995
O 27.708 -2.750 1.976
C 32.533 -3.102 2.105
O 26.769 -0.616 1.886
H 25.399 0.450 6.078
O 29.078 -1.129 -1.896
H 24.465 0.298 2.430
O 32.303 -5.426 -0.183
Br 25.933 0.750 8.602
O 31.231 -4.198 -3.244
B 31.907 -4.043 0.115
O 32.957 -3.332 0.893
O 27.605 -3.141 4.162
Br 24.200 -2.550 5.815
O 32.153 -6.674 -2.059
C 26.742 -1.009 3.141
O 33.147 -2.677 3.035
C 26.899 0.829 -0.073
Br 22.813 1.042 0.070
C 27.433 -2.407 3.180
H 24.645 -1.737 8.090
C 27.000 -2.183 -1.175
C 31.625 -4.295 -2.128
O 28.440 -1.057 0.259
H 23.403 2.571 2.005
B 27.314 -1.660 1.012
C 25.585 -0.217 6.909
O 30.407 -3.580 3.188
Br 22.418 -1.005 3.074
H 26.169 1.612 -1.891
H 26.479 -0.809 6.737
C 24.455 -1.192 7.169
*
```

These are the Mulliken partial charges, in e, on atoms 1 to 8: H 0.489; C 0.795; O -0.492; O -0.487; Br -0.196; C 0.434; C -0.689; C -0.862


2.
Entry from the OMol25 dataset: a molecular structure, ClH14LiO7 (the ωB97M-V functional and the def2-TZVPD basis).

The geometry in ORCA input format:
```
! RIJCOSX wB97M-V def2-TZVPD def2/J DEFGRID3
* xyz 0 1
H -2.849 -4.041 0.605
H 3.223 4.400 -1.111
H 1.040 2.269 3.968
Cl 0.980 -0.066 0.015
O -2.990 -3.557 1.418
H -0.850 -5.730 -3.340
O 4.054 4.407 -1.585
H 2.097 -3.091 3.499
H -3.758 -0.209 -2.819
O 2.020 -3.494 4.364
H -0.010 -4.770 -2.524
H -2.220 5.602 -2.031
H 2.923 -3.588 4.666
O -0.648 -5.479 -2.438
H -2.484 -2.752 1.309
H -4.199 -1.169 -3.903
O 1.290 2.890 4.652
H 4.635 4.941 -1.044
Li 4.643 0.844 -2.469
H 0.516 3.441 4.770
O -4.509 -0.723 -3.115
O -1.505 5.413 -1.423
H -1.402 4.462 -1.463
*
```

These are the Mulliken partial charges, in e, on atoms 1 to 8: H 0.316; H 0.350; H 0.338; Cl -0.952; O -0.646; H 0.312; O -0.670; H 0.329


3.
Entry from the OMol25 dataset: 2 unconnected molecules or ions with the total composition C5H8F4O2 (the ωB97M-V functional and the def2-TZVPD basis).

The geometry in ORCA input format:
```
! RIJCOSX wB97M-V def2-TZVPD def2/J DEFGRID3
* xyz 0 1
H -0.760 0.135 -1.995
F 0.207 -2.099 1.214
H -1.920 1.115 -0.999
H -1.661 0.968 1.618
F 2.097 1.313 0.611
C 1.760 0.209 -0.104
F 2.390 -0.834 0.491
F 0.155 -1.863 -0.876
C -0.967 0.742 -1.147
H -0.217 1.542 -1.137
C -0.493 0.069 0.163
H 0.013 0.798 2.234
H 2.798 0.678 -1.800
H -1.943 -2.755 0.195
O 1.925 0.321 -1.398
C -0.626 0.950 1.399
C -0.521 -1.433 0.180
O -1.825 -1.812 0.227
H -0.412 1.954 1.122
*
```

These are the Mulliken partial charges, in e, on atoms 1 to 8: H 0.381; F -0.325; H 0.454; H 0.433; F -0.277; C 0.547; F -0.257; F -0.266


4.
Entry from the OMol25 dataset: 7 unconnected molecules or ions with the total composition C39H49N9O5 (the ωB97M-V functional and the def2-TZVPD basis).

The geometry in ORCA input format:
```
! RIJCOSX wB97M-V def2-TZVPD def2/J DEFGRID3
* xyz 0 1
C -4.722 1.057 1.513
H 2.437 -5.845 1.957
C 2.310 -5.031 1.256
N 3.671 1.649 4.292
H 5.127 1.296 0.674
H 5.405 0.647 4.946
C 2.064 2.151 -4.522
N 1.975 -2.930 -0.540
C 0.870 1.830 0.257
H -5.590 -1.306 3.764
H 2.264 -0.483 -0.414
C 2.356 1.433 0.339
C 0.106 2.588 -5.808
C 5.385 -0.502 2.461
O 6.369 -1.511 2.725
H -7.559 -1.354 2.255
H 0.305 2.842 4.885
C 1.485 2.629 -5.686
H 6.087 0.074 -0.182
N 0.498 0.828 4.527
H -1.723 2.025 -4.798
H 3.010 -1.507 2.323
H 0.502 -1.199 4.210
H 3.878 -0.004 5.550
C -2.227 0.617 5.030
C -4.147 3.479 -3.349
H 3.932 -2.455 -0.176
C -0.640 2.070 -4.757
C -2.375 -1.358 -5.188
C -5.835 1.429 -2.812
H 4.438 0.969 -1.646
C -3.050 -2.451 -5.706
O 5.970 -3.619 3.372
H -5.790 4.803 -2.954
H 2.561 1.084 1.371
H -2.132 2.747 5.351
H -3.029 -4.602 -5.857
C -4.607 0.237 2.624
C -6.737 -0.673 2.065
C -0.042 0.954 1.135
C 5.086 0.289 0.232
H -0.641 0.257 0.537
C -2.539 -3.718 -5.472
C 3.363 -4.171 0.979
C 1.237 1.642 -3.530
O 0.703 3.180 0.743
H 0.531 1.777 -0.787
C 0.974 -3.764 -0.264
H 1.657 1.235 -2.615
H -0.727 1.608 1.690
H -0.942 -4.806 -4.529
H -6.468 0.579 -2.593
C 4.365 0.428 4.662
C 4.098 0.211 -0.916
H 4.202 -0.765 -1.412
H 0.039 -3.570 -0.780
C -0.229 1.899 4.842
H -5.990 1.578 -0.140
C -5.866 0.954 0.736
H -3.957 -2.319 -6.284
H -3.728 0.285 3.253
H -0.389 2.954 -6.698
N -6.861 0.108 0.993
H -3.440 4.275 -3.562
C 4.345 -0.689 3.612
H -3.942 1.758 1.247
C -6.320 2.725 -2.731
H 0.248 -5.473 0.809
H 4.326 -4.283 1.457
C -1.590 1.846 5.100
O 4.804 -0.703 1.224
H 3.137 2.163 -4.384
H -3.289 0.535 5.227
H 2.981 2.320 0.157
C -5.636 -0.646 2.908
H 0.529 0.378 1.878
C -5.459 3.775 -3.008
N 3.010 -0.984 3.197
C 1.094 -4.826 0.621
N -0.092 1.597 -3.637
O 4.860 -1.895 4.277
H -1.931 -1.485 4.644
C -0.123 -0.348 4.461
H 1.362 3.745 0.316
C 5.745 -2.477 3.453
H -7.348 2.913 -2.448
N 2.683 0.414 -0.651
C -1.479 -0.504 4.705
H 3.986 2.055 3.419
H 2.491 -0.127 3.032
N -3.668 2.240 -3.430
H 2.098 3.027 -6.485
H -2.731 -0.348 -5.349
N -0.713 -2.789 -4.226
C -1.215 -1.576 -4.455
H 5.936 0.449 2.491
H 2.666 1.511 4.287
C 3.137 -3.145 0.074
C -1.372 -3.830 -4.730
H -0.673 -0.733 -4.041
H -4.091 0.239 -3.225
C -4.508 1.240 -3.166
*
```

Calculated values
SMILES = C[C@@H](O)CNCCO[C@@H]1OC(=O)O[C@@]1(N)CN.c1ccncc1.c1ccncc1.c1ccncc1.c1ccncc1.c1ccncc1.c1ccncc1

These are the Mulliken partial charges, in e, on atoms 1 to 8: C -0.721; H 0.420; C -0.400; N -0.525; H 0.517; H 0.415; C -0.766; N -0.356


5.
Entry from the OMol25 dataset: 6 unconnected molecules or ions with the total composition C4H21N2O7 (the ωB97M-V functional and the def2-TZVPD basis).

The geometry in ORCA input format:
```
! RIJCOSX wB97M-V def2-TZVPD def2/J DEFGRID3
* xyz 1 1
H 1.296 1.250 -3.542
O -0.487 1.020 -0.914
H -4.028 0.487 -1.215
C -0.642 0.009 1.250
N -0.391 2.414 0.845
H 1.469 -1.781 -2.545
O 0.970 0.368 -3.664
H 0.555 2.726 2.713
H -1.141 2.170 2.815
H 0.074 0.120 -3.861
H 2.080 -0.517 0.367
O 1.205 -2.684 -2.337
H -1.245 0.140 2.143
H -2.757 1.269 -1.139
O 1.410 -1.133 0.695
O -3.305 0.680 -0.600
H -2.267 -0.632 0.144
H -1.678 -1.835 1.019
H 0.435 -3.681 0.928
H 1.218 0.086 2.326
H -0.110 -3.740 -0.541
H -0.726 3.788 2.337
H -0.750 -1.473 -0.203
O -0.339 -3.553 0.375
C 0.654 -0.614 1.755
N -1.380 -1.038 0.455
H 0.418 -1.478 2.379
C -0.426 1.169 0.299
O 2.722 1.171 -0.417
H 1.897 -3.311 -2.560
H 2.406 1.845 -1.022
H -0.335 3.072 0.099
C -0.426 2.754 2.244
H 3.626 0.932 -0.632
*
```

These are the Mulliken partial charges, in e, on atoms 1 to 8: H 0.271; O -0.579; H 0.301; C 0.079; N -0.023; H 0.294; O -0.573; H 0.296


6.
Entry from the OMol25 dataset: 4 unconnected molecules or ions with the total composition C3H14NO3 (the ωB97M-V functional and the def2-TZVPD basis).

The geometry in ORCA input format:
```
! RIJCOSX wB97M-V def2-TZVPD def2/J DEFGRID3
* xyz 1 1
O -1.361 -1.939 -1.047
C -0.249 -1.377 -0.429
H 0.637 -1.159 -1.049
H -2.473 2.458 -0.866
H 1.368 2.826 3.850
C -0.771 -0.117 0.240
O 0.877 2.125 4.305
H 0.580 1.660 3.513
H -2.287 1.800 0.794
O 3.541 -1.683 -2.585
H 0.212 -2.085 0.283
H -1.420 -0.357 1.087
H -1.263 -2.715 -1.604
H 0.249 0.393 0.662
N -1.234 0.777 -0.715
H -0.988 2.760 -0.135
H 3.562 -2.178 -3.408
C -1.789 1.997 -0.151
H 4.418 -1.729 -2.196
H -1.943 0.293 -1.273
H 0.292 1.299 1.479
*
```

These are the Mulliken partial charges, in e, on atoms 1 to 8: O -0.522; C -0.678; H 0.326; H 0.371; H 0.347; C -0.022; O -0.577; H 0.275


no.,strongest force on any atom (hartree/bohr),HOMO-LUMO gap (eV),E (Ha)
1,0.3857,1.696,-17263.8679
2,0.0148,4.438,-1002.7196
3,0.0949,9.337,-745.1886
4,0.0405,9.496,-2384.4900
5,0.0516,10.850,-800.9873
6,0.0682,6.025,-402.6970